## 1
Entry from the Open Molecules 2025 dataset: C4H4F2 in the gas phase (wB97M-V/def2-TZVPD).

Last column: Löwdin charge in e.
Geometry (Å):
C: 1.7648 0.3293 -1.6515  0.175
C: 0.8517 0.0075 -0.9427  -0.009
C: -0.3353 -0.3589 -0.1611  -0.392
C: -0.7672 0.3295 1.1492  0.014
F: -1.3877 -0.6256 -0.9662  0.074
F: -0.0090 -1.9256 0.2598  -0.152
H: 2.6148 0.7525 -1.9736  0.005
H: -1.7912 0.4582 1.0200  0.048
H: -0.4487 1.4064 1.2334  0.105
H: -0.4923 -0.3734 2.0328  0.132

As for the SMILES: C#CC(C)(F)F. The frontier orbital gap comes out at 11.98 eV. As for the HOMO energy: -11.218 eV.

## 2
Entry from the Open Molecules 2025 dataset: 2 unconnected molecules or ions with the total composition C4H4F2 (wB97M-V/def2-TZVPD).

Last column: Löwdin charge in e.
Geometry (Å):
C: 0.9712 0.2271 2.1523  -0.153
C: 0.1015 -0.7717 2.4000  -0.142
C: -0.0536 0.0324 1.1482  -0.237
C: 0.0272 -0.3982 -0.2964  -0.105
F: 2.0959 0.8279 2.5068  0.116
F: -0.4251 -1.6555 3.1861  0.148
H: -1.1681 1.1206 1.0202  0.189
H: -0.9293 -0.5973 -0.5951  0.030
H: 0.6766 -1.2464 -0.5763  0.092
H: 0.3219 0.4810 -0.8208  0.063

The frontier orbital gap comes out at 9.57 eV. As for the HOMO energy: -8.860 eV.

Which structure wins on stability? 1 wins.

## 1
Entry from the Open Molecules 2025 dataset: C25H27N5O2 in the gas phase (wB97M-V/def2-TZVPD).

Last column: Löwdin charge in e.
Geometry (Å):
C: -2.4709 -1.8166 2.1177  -0.001
N: -1.5949 -1.8661 0.9852  -0.012
C: -1.8959 -2.2255 -0.2982  -0.319
C: -3.2470 -2.6515 -0.7597  -0.085
C: -4.3273 -1.5805 -0.5123  -0.195
N: -3.7508 -0.2563 -0.5167  -0.177
C: -3.3078 0.1730 -1.8342  -0.145
C: -3.0088 1.6810 -1.7917  -0.141
N: -2.5630 2.0858 -0.4832  -0.095
C: -1.2269 2.0684 -0.1253  -0.220
C: -0.8260 2.5820 1.1145  -0.036
C: 0.5073 2.6377 1.4680  -0.090
C: 1.4911 2.2170 0.5909  -0.108
C: 1.1102 1.7252 -0.6445  -0.097
C: -0.2221 1.6341 -0.9955  -0.026
C: -3.6024 1.9189 0.5116  -0.139
C: -4.5503 0.7704 0.1160  -0.171
N: -0.8691 -2.1664 -1.1018  0.167
C: 0.1822 -1.7360 -0.3360  -0.228
C: 1.5068 -1.5076 -0.6752  0.033
C: 2.3618 -1.0534 0.3184  -0.239
N: 3.6906 -0.8058 -0.0462  0.149
C: 4.7036 -0.2609 0.6798  -0.410
O: 4.6451 0.0915 1.8427  0.073
C: 5.9489 -0.1283 -0.1001  -0.184
C: 7.1687 0.3614 0.2893  0.011
C: 8.0128 0.2622 -0.8376  -0.050
C: 7.2511 -0.2776 -1.8293  -0.107
O: 6.0045 -0.5183 -1.3990  0.041
C: 1.9081 -0.8406 1.6277  -0.022
C: 0.5952 -1.0727 1.9756  0.003
C: -0.2639 -1.5255 0.9886  -0.162
H: -3.0251 -0.8755 2.1381  0.085
H: -3.1761 -2.6475 2.0836  0.095
H: -1.8782 -1.8973 3.0286  0.093
H: -3.1521 -2.8600 -1.8250  0.116
H: -3.5394 -3.5789 -0.2596  0.118
H: -5.1232 -1.6926 -1.2721  0.122
H: -4.7863 -1.7388 0.4667  0.105
H: -2.4070 -0.3911 -2.0851  0.103
H: -4.0746 -0.0301 -2.6045  0.125
H: -3.9218 2.2485 -2.0081  0.121
H: -2.2720 1.9548 -2.5449  0.117
H: -1.5617 2.9672 1.8045  0.099
H: 0.7812 3.0311 2.4364  0.103
H: 2.5324 2.2677 0.8686  0.101
H: 1.8606 1.3975 -1.3496  0.104
H: -0.4693 1.2072 -1.9539  0.100
H: -4.1762 2.8499 0.6252  0.124
H: -3.1415 1.6771 1.4702  0.102
H: -5.0199 0.3668 1.0163  0.116
H: -5.3596 1.1349 -0.5406  0.121
H: 1.8497 -1.6711 -1.6854  0.121
H: 3.9065 -1.0247 -1.0100  0.139
H: 7.4109 0.7386 1.2608  0.119
H: 9.0414 0.5514 -0.9021  0.103
H: 7.4739 -0.5297 -2.8476  0.122
H: 2.6055 -0.4793 2.3635  0.100
H: 0.2610 -0.8953 2.9866  0.108

As for the SMILES: Cn1c(CCN2CCN(c3ccccc3)CC2)nc2cc(NC(=O)c3ccco3)ccc21. The frontier orbital gap comes out at 7.89 eV. As for the HOMO energy: -7.200 eV.

## 2
Entry from the Open Molecules 2025 dataset: C25H27N5O2 in the gas phase (wB97M-V/def2-TZVPD).

Last column: Löwdin charge in e.
Geometry (Å):
C: -2.2784 -3.6784 -1.0389  -0.021
C: -1.9200 -2.4292 -0.3035  -0.261
N: -0.7437 -2.3719 0.2202  0.150
N: -0.3155 -1.3003 0.8926  -0.007
C: 1.0397 -1.4070 1.4346  -0.215
C: 1.3984 -2.8514 1.7388  -0.046
C: 2.0482 -0.7967 0.4317  -0.445
O: 2.8341 -1.4726 -0.1985  0.060
N: 1.9504 0.5381 0.3504  0.080
C: 2.7953 1.3589 -0.4860  -0.167
C: 3.6367 2.3154 0.3597  -0.167
C: 4.7075 1.5756 1.1737  -0.151
C: 5.8471 1.1309 0.3001  -0.239
C: 6.8731 2.0175 -0.0052  -0.052
C: 7.9154 1.6367 -0.8304  -0.093
C: 7.9438 0.3599 -1.3656  -0.101
C: 6.9254 -0.5292 -1.0694  -0.079
C: 5.8837 -0.1481 -0.2408  -0.040
C: -1.0138 -0.1290 1.1057  -0.347
O: -0.4962 0.8193 1.6840  0.048
C: -2.3552 -0.1880 0.5676  -0.117
N: -3.2969 0.7391 0.6304  0.183
N: -4.3497 0.2288 -0.0041  -0.041
C: -5.5171 1.0103 -0.0849  -0.187
C: -6.7769 0.4535 0.0987  -0.023
C: -7.8967 1.2627 0.0197  -0.075
C: -7.7649 2.6187 -0.2267  -0.084
C: -6.5049 3.1746 -0.3802  -0.070
C: -5.3797 2.3758 -0.3092  -0.005
C: -4.1230 -1.0108 -0.5116  -0.162
C: -5.0985 -1.7623 -1.3404  -0.010
C: -2.8165 -1.3274 -0.1508  -0.045
H: -2.4187 -3.4660 -2.0979  0.082
H: -3.2008 -4.1016 -0.6459  0.082
H: -1.4719 -4.3968 -0.9290  0.081
H: 1.0505 -0.7977 2.3465  0.152
H: 1.4890 -3.4068 0.8105  0.073
H: 2.3530 -2.8795 2.2565  0.086
H: 0.6354 -3.3113 2.3610  0.081
H: 1.2501 1.0077 0.9178  0.111
H: 3.4385 0.6908 -1.0624  0.115
H: 2.1661 1.9320 -1.1762  0.122
H: 4.1179 3.0414 -0.2980  0.113
H: 2.9724 2.8570 1.0373  0.110
H: 5.0860 2.2455 1.9490  0.113
H: 4.2502 0.7124 1.6604  0.112
H: 6.8559 3.0151 0.4124  0.111
H: 8.7079 2.3363 -1.0556  0.098
H: 8.7579 0.0604 -2.0098  0.097
H: 6.9399 -1.5264 -1.4845  0.102
H: 5.0917 -0.8492 -0.0225  0.094
H: -6.8831 -0.5947 0.3295  0.112
H: -8.8758 0.8306 0.1617  0.106
H: -8.6430 3.2435 -0.2869  0.104
H: -6.3983 4.2340 -0.5565  0.107
H: -4.3891 2.7889 -0.4138  0.114
H: -5.6586 -2.4785 -0.7375  0.092
H: -5.8032 -1.0827 -1.8157  0.083
H: -4.5708 -2.3181 -2.1116  0.078

As for the SMILES: Cc1nn([C@@H](C)C(=O)NCCCc2ccccc2)c(=O)c2nn(-c3ccccc3)c(C)c12. The frontier orbital gap comes out at 8.68 eV. As for the HOMO energy: -8.464 eV.

Which structure wins on stability? 2 wins.

## 1
Entry from the Open Molecules 2025 dataset: 2 unconnected molecules or ions with the total composition C4H11O3 (wB97M-V/def2-TZVPD).

Last column: Löwdin charge in e.
Geometry (Å):
C: -1.3081 2.2551 -1.0782  -0.283
O: -0.9640 3.0754 -2.1798  -0.057
C: -0.1237 1.4193 -0.4687  -0.222
C: -0.4351 0.2507 0.5094  -0.237
C: 0.7517 -0.8074 0.7525  -0.491
O: 0.5445 -1.7494 1.6492  -0.260
H: -1.5098 2.9366 -0.1835  0.120
H: -2.1511 1.5034 -1.1837  0.124
H: -1.3838 2.6282 -2.8648  0.035
H: 0.5267 1.9174 0.2198  0.080
H: 0.4942 1.0383 -1.3467  0.119
H: -0.9373 0.4789 1.4279  0.081
H: -1.2070 -0.4452 0.0335  0.103
H: 1.5759 -0.0833 1.1191  0.096
H: 0.9519 -1.1707 -0.3897  0.121
H: 1.7343 -3.5593 0.1137  -0.010
H: 0.9765 -2.9754 1.2869  -0.051
O: 1.3720 -3.9479 0.9653  -0.268

The frontier orbital gap comes out at 6.74 eV. As for the total charge: -1. As for the HOMO energy: -3.612 eV.

## 2
Entry from the Open Molecules 2025 dataset: 2 unconnected molecules or ions with the total composition C4H11O3 (wB97M-V/def2-TZVPD).

Last column: Löwdin charge in e.
Geometry (Å):
C: -0.5868 0.4401 -0.7439  -0.205
C: -0.5206 -0.0085 0.7291  -0.182
C: 0.5368 0.9057 1.5005  -0.419
O: 1.7536 0.2620 1.6822  -0.350
C: -1.5250 -0.4575 -1.5465  -0.277
O: -2.6221 -1.1027 -0.8566  -0.097
H: -0.9847 1.4665 -0.6970  0.101
H: 0.3758 0.4623 -1.2510  0.098
H: -0.0042 -0.9555 0.8056  0.102
H: -1.4803 0.0027 1.2175  0.082
H: 0.7732 1.8078 0.8918  0.088
H: 0.1302 1.1660 2.5057  0.077
H: -0.9426 -1.2847 -1.9815  0.108
H: -1.8905 -0.0554 -2.4992  0.099
H: -3.3748 -0.5320 -1.0459  0.068
H: 3.6770 -0.0983 -0.1950  -0.020
H: 2.2740 0.2189 0.3709  -0.032
O: 2.7780 -0.0559 -0.5585  -0.242

The frontier orbital gap comes out at 6.61 eV. As for the total charge: -1. As for the HOMO energy: -3.178 eV.

Which structure wins on stability? 2 wins.

## 1
Entry from the Open Molecules 2025 dataset: C3H6F2O in the gas phase (wB97M-V/def2-TZVPD).

Last column: Löwdin charge in e.
Geometry (Å):
C: -0.3948 -1.1818 0.0581  0.046
C: -0.6445 0.5726 -0.2639  -0.444
O: -1.4726 1.1951 0.6217  0.075
F: -1.1167 0.6288 -1.5872  -0.006
C: 0.8174 1.2971 -0.3161  -0.133
F: 0.7304 2.6389 -0.4323  0.005
H: -1.2394 -1.6241 0.4781  0.019
H: -0.2547 -1.7808 -0.8535  0.062
H: 0.4526 -0.9818 0.8212  0.088
H: -2.2438 1.4061 0.1399  0.092
H: 1.0916 0.9200 -1.2772  0.114
H: 1.4422 0.9556 0.4119  0.083

As for the SMILES: C[C@](O)(F)CF. The frontier orbital gap comes out at 11.00 eV. As for the HOMO energy: -10.120 eV.

## 2
Entry from the Open Molecules 2025 dataset: 2 unconnected molecules or ions with the total composition C3H6F2O (wB97M-V/def2-TZVPD).

Last column: Löwdin charge in e.
Geometry (Å):
C: 1.1207 -0.0140 -0.8770  -0.018
C: -1.4093 0.3161 1.3710  -0.018
C: -0.2735 -0.4031 -0.6569  -0.445
O: -0.5188 -1.7007 -0.5816  0.039
F: -1.9615 -0.9159 1.6676  -0.109
F: -1.2228 0.1606 -1.5289  -0.006
H: 1.2025 1.1581 -0.8075  0.135
H: 1.8749 -0.4287 -0.3090  0.057
H: 1.3741 -0.1784 -1.9192  0.088
H: -2.1965 0.9805 0.9373  0.075
H: -0.7605 0.6957 2.0753  0.022
H: -1.5287 -1.8583 -0.3595  0.179

The frontier orbital gap comes out at 8.92 eV. As for the HOMO energy: -8.102 eV.

## 3
Entry from the Open Molecules 2025 dataset: C3H6F2O in the gas phase (wB97M-V/def2-TZVPD).

Last column: Löwdin charge in e.
Geometry (Å):
O: -1.4925 0.2391 -0.9331  -0.070
C: -1.0522 0.2343 0.4472  -0.223
C: 0.2672 -0.4882 0.4556  -0.126
C: 1.2466 0.1809 -0.4372  -0.364
F: 2.4373 -0.4767 -0.3659  0.049
F: 1.3678 1.5198 -0.0028  0.009
H: -1.9478 -0.5763 -1.1425  0.083
H: -1.7184 -0.2102 1.1716  0.112
H: -0.9739 1.3070 0.7061  0.129
H: 0.2118 -1.5047 0.1253  0.122
H: 0.6777 -0.4861 1.4558  0.129
H: 0.9765 0.2611 -1.4801  0.150

As for the SMILES: OCCC(F)F. The frontier orbital gap comes out at 11.66 eV. As for the HOMO energy: -10.863 eV.

## 4
Entry from the Open Molecules 2025 dataset: C3H6F2O in the gas phase (wB97M-V/def2-TZVPD).

Last column: Löwdin charge in e.
Geometry (Å):
O: -1.3582 -1.1392 -0.6124  -0.040
C: -1.2503 0.0799 0.0829  -0.215
C: 0.1965 0.6255 0.1386  -0.289
F: 0.4592 1.3051 -1.0615  -0.021
C: 1.3256 -0.3381 0.3351  -0.208
F: 1.4920 -1.1059 -0.7398  -0.002
H: -1.0297 -0.8524 -1.4766  0.094
H: -1.6576 -0.0614 1.0656  0.117
H: -1.8257 0.8729 -0.3774  0.118
H: 0.1678 1.3902 0.9800  0.162
H: 2.2811 0.2440 0.4446  0.137
H: 1.1992 -1.0206 1.2208  0.146

As for the SMILES: OC[C@H](F)CF. The frontier orbital gap comes out at 11.36 eV. As for the HOMO energy: -10.481 eV.

Which structure wins on stability? 3 wins.

## 1
Entry from the Open Molecules 2025 dataset: C5H14N4 in the gas phase (wB97M-V/def2-TZVPD).

Last column: Löwdin charge in e.
Geometry (Å):
C: -2.4237 -1.1036 -1.1082  0.007
C: -1.5023 -0.7388 -0.2085  -0.217
N: -0.1256 -0.6517 -0.3931  -0.091
C: 0.5509 -1.8105 -1.0046  -0.050
C: 0.7232 0.1258 0.4962  -0.731
N: 1.1924 -0.5383 1.6599  0.079
N: 1.9687 0.5586 -0.0382  0.072
N: 0.2720 1.3399 1.1073  -0.072
C: -0.4851 2.2355 0.2421  -0.103
H: -3.4768 -1.1021 -0.8525  0.046
H: -2.1529 -1.3659 -2.1237  0.049
H: -1.8290 -0.4271 0.7816  0.112
H: 0.6804 -2.6075 -0.2623  0.087
H: -0.0241 -2.2254 -1.8391  0.077
H: 1.5343 -1.5502 -1.4078  0.081
H: 1.7012 0.1771 2.1651  0.080
H: 1.9197 -1.1477 1.3012  0.074
H: 2.1747 1.3923 0.5050  0.092
H: 1.7213 0.9240 -0.9528  0.074
H: -0.3433 1.0160 1.8490  0.108
H: -0.5722 3.2076 0.7382  0.079
H: -1.5056 1.8844 0.0677  0.066
H: 0.0018 2.4077 -0.7225  0.082

As for the SMILES: C=CN(C)C(N)(N)NC. The frontier orbital gap comes out at 9.22 eV. As for the HOMO energy: -8.240 eV.

## 2
Entry from the Open Molecules 2025 dataset: a molecular structure, C5H14N4 (wB97M-V/def2-TZVPD).

Last column: Löwdin charge in e.
Geometry (Å):
C: 2.1702 -1.1049 -1.3686  -0.068
N: 1.5688 0.0122 -0.6580  -0.244
N: 1.0879 1.0808 -1.4470  0.051
C: 0.8556 -0.2652 0.5023  -0.376
N: 1.1895 -1.2460 1.2514  0.091
H: 0.4769 0.7199 -2.1838  0.083
H: 1.8868 1.5328 -1.8880  0.092
H: 0.6654 -1.3410 2.1113  0.030
H: 0.3945 0.7208 0.9102  0.119
H: 1.4496 -1.5968 -2.0349  0.080
H: 2.5244 -1.8272 -0.6384  0.069
H: 3.0137 -0.7370 -1.9581  0.081
C: -1.7871 0.6769 2.0480  -0.063
C: -1.4010 -0.6811 -0.3131  -0.034
C: -1.2906 1.0249 0.6933  -0.421
N: -1.3739 2.0947 0.0860  0.122
H: -0.8835 2.1727 -0.8029  0.047
H: -2.8239 0.3522 1.9786  0.092
H: -1.2025 -0.1314 2.4805  0.066
H: -0.9481 -1.0261 -1.2405  0.028
H: -1.4199 -1.4968 0.4093  0.034
H: -2.4328 -0.4943 -0.6192  0.032
H: -1.7199 1.5598 2.6813  0.087

The frontier orbital gap comes out at 9.32 eV. As for the HOMO energy: -8.420 eV.

## 3
Entry from the Open Molecules 2025 dataset: C5H14N4 in the gas phase (wB97M-V/def2-TZVPD).

Last column: Löwdin charge in e.
Geometry (Å):
C: 0.6578 2.1921 -0.5840  -0.057
C: -0.2749 1.0057 -0.6346  -0.425
N: -1.4136 1.1484 -1.4575  0.070
N: -1.6236 -0.5069 0.8489  0.041
C: -0.3707 0.1691 0.5739  -0.287
H: -1.5398 2.0562 -1.8782  0.079
H: -2.2852 0.7701 -1.1154  0.063
H: -2.4070 0.1311 0.9223  0.072
H: -1.8170 -1.2217 0.1578  0.079
H: -0.0424 0.7199 1.4564  0.138
H: 0.8877 2.5606 -1.5869  0.080
H: 1.6012 1.9223 -0.1061  0.078
H: 0.2179 3.0214 -0.0168  0.083
C: 0.7257 -1.9015 1.8451  -0.077
N: 1.0601 -1.0400 -1.6045  0.001
C: 0.8479 -1.0746 0.5824  -0.388
N: 0.6468 -1.7840 -0.5868  -0.062
H: 0.6046 0.0574 -1.4171  0.083
H: 0.6583 -1.4224 -2.4631  0.086
H: 1.7689 -0.4746 0.5789  0.127
H: 0.6490 -1.2596 2.7240  0.074
H: -0.1590 -2.5335 1.8065  0.068
H: 1.6076 -2.5355 1.9548  0.073

The frontier orbital gap (alpha / beta) comes out at 7.39 / 7.33 eV. As for the HOMO energy (alpha / beta): -6.774 / -6.890 eV.

Which structure wins on stability? 1 wins.

## 1
Entry from the Open Molecules 2025 dataset: 2 unconnected molecules or ions with the total composition C3H8ClN3 (wB97M-V/def2-TZVPD).

Last column: Löwdin charge in e.
Geometry (Å):
C: -1.2614 -0.4392 -1.7800  -0.323
C: 0.0967 1.6360 -0.1702  -0.244
C: -0.2164 -0.2934 1.0576  -0.261
N: -1.7305 0.2236 -2.6984  -0.359
N: -0.8215 -1.6789 -1.4918  0.123
N: -0.7748 0.6387 0.2182  -0.153
Cl: -2.4641 1.7298 -2.3042  0.585
H: 1.0701 1.4357 -0.5043  0.048
H: -0.5007 2.2091 -1.0401  0.047
H: 0.2346 2.4868 0.5853  0.106
H: 0.8041 -0.6881 0.7310  0.090
H: 0.0911 0.0838 2.0230  0.086
H: -0.7264 -1.3000 1.2657  0.103
H: -0.3668 -1.6223 -0.5261  0.075
H: -0.4324 -2.1846 -2.2209  0.077

The frontier orbital gap (alpha / beta) comes out at 8.17 / 7.40 eV. As for the HOMO energy (alpha / beta): -8.472 / -7.866 eV.

## 2
Entry from the Open Molecules 2025 dataset: C3H8ClN3 in the gas phase (wB97M-V/def2-TZVPD).

Last column: Löwdin charge in e.
Geometry (Å):
N: -3.5158 -0.5817 0.5121  -0.053
N: -2.3517 -0.4990 -0.3486  -0.074
C: -1.5610 0.4787 -0.1133  -0.271
N: -0.3268 0.5865 -0.7098  -0.038
C: 0.7796 1.2968 -0.0997  -0.282
C: 1.6644 0.4524 0.8095  -0.549
Cl: 2.5268 -0.8399 -0.1106  0.523
H: -4.2625 0.0015 0.0728  0.071
H: -3.8888 -1.5314 0.3801  0.059
H: -1.8831 1.4011 0.4269  0.136
H: -0.1048 -0.2767 -1.2123  0.117
H: 1.3789 1.6881 -0.8992  0.099
H: 0.3141 2.1206 0.5021  0.131
H: 2.4425 1.0398 1.2705  0.061
H: 1.1099 -0.0716 1.5851  0.071

As for the SMILES: N/N=C/NCCCl. The frontier orbital gap comes out at 9.37 eV. As for the HOMO energy: -8.380 eV.

Which structure wins on stability? 2 wins.